# 1
Molecular formula: C5H10N3
Method: DFT, wB97M-V/def2-TZVPD

Values from the calculation:
E_HOMO ... -12.4901 eV
Electronic energy ... -360.37840 Eh
ΔE to the lowest compared entry with this formula, charge and spin ... 5.352 eV
Kohn-Sham gap ... 8.222 eV

Geometry as ORCA input:
```
! wB97M-V def2-TZVPD RIJCOSX def2/J DEFGRID3
* xyz 1 1
C -1.41 -1.31 0.10
C 1.16 -0.29 0.38
C 0.70 -1.18 -0.71
C 0.02 0.55 -0.20
C 2.61 0.33 0.25
N -0.40 -1.92 -0.55
N -1.19 0.03 0.18
N -2.33 1.02 0.04
H -2.40 -1.63 0.53
H 0.87 -0.68 1.39
H 1.34 -1.25 -1.53
H 0.25 1.41 -0.84
H 3.33 -0.57 0.20
H 2.79 1.06 1.11
H 2.66 0.87 -0.68
H -2.64 1.32 -0.92
H -2.28 1.80 0.76
H -3.08 0.44 0.50
*
```

***

# 2
Molecular formula: C5H10N3
Method: DFT, wB97M-V/def2-TZVPD

Values from the calculation:
E_HOMO (spin up / spin down) ... -11.9608 / -11.9606 eV
SMILES ... CN/C=C\N1CC1=[NH2+]
Electronic energy ... -360.40477 Eh
ΔE to the lowest compared entry with this formula, charge and spin ... 4.635 eV
Kohn-Sham gap (spin up / spin down) ... 8.138 / 8.138 eV

Geometry as ORCA input:
```
! wB97M-V def2-TZVPD RIJCOSX def2/J DEFGRID3
* xyz 1 1
C -0.96 0.69 1.16
C 0.46 0.88 1.10
C -2.33 -1.20 -0.24
C -1.28 -0.46 -0.97
C 2.70 0.48 0.42
N -1.55 0.00 0.20
N 1.21 0.23 0.19
N -0.88 -0.20 -2.18
H -1.50 0.88 2.12
H 0.95 1.49 1.84
H -3.34 -1.10 -0.43
H -2.06 -2.20 0.31
H 3.25 -0.43 0.06
H 3.01 1.35 -0.15
H 2.75 0.88 1.60
H -1.33 -0.86 -2.79
H -0.01 0.28 -2.40
H 0.91 -0.73 0.15
*
```

***

# 3
Molecular formula: C5H10N3
Method: DFT, wB97M-V/def2-TZVPD

Values from the calculation:
E_HOMO ... -15.2019 eV
SMILES ... CC1(C)C=NC(=[NH2+])N1
Electronic energy ... -360.52276 Eh
ΔE to the lowest compared entry with this formula, charge and spin ... 1.424 eV
Kohn-Sham gap ... 10.641 eV

Geometry as ORCA input:
```
! wB97M-V def2-TZVPD RIJCOSX def2/J DEFGRID3
* xyz 1 1
C -0.11 1.42 0.02
C -1.72 -0.05 -0.01
C 0.66 0.15 -0.05
C 1.55 -0.09 -1.30
C 1.42 0.05 1.23
N -1.39 1.27 0.09
N -0.64 -0.82 -0.02
N -2.97 -0.54 -0.07
H 0.27 2.34 0.28
H 2.33 -0.90 -1.03
H 1.99 0.82 -1.52
H 0.92 -0.45 -2.20
H 2.44 0.52 1.19
H 1.79 -1.00 1.28
H 0.90 0.63 2.13
H -0.53 -1.88 -0.16
H -3.72 0.06 -0.01
H -3.21 -1.49 0.15
*
```

***

ΔE to the lowest compared entry with this formula, charge and spin of number 1 (C5H10N3)? 5.352 eV

***

Which of these has the highest ΔE to the lowest compared entry with this formula, charge and spin? number 1